The following is a DFT calculation (the ωB97M-V functional and the def2-TZVPD basis) of a 9-piece molecular cluster, C54H113N6O14 overall in a non-equilibrium geometry.

HOMO level: -13.62 eV
Largest force on an atom: 0.1127 Eh/bohr
Energy: -95405.3329 eV
Total charge: +3

Geometry as XYZ:
```
187
C54H113N6O14, DFT the ωB97M-V functional and the def2-TZVPD basis
C -6.35 4.59 3.54
O -6.12 5.27 2.26
C -4.97 4.73 1.65
C -4.67 5.47 0.38
N -5.75 5.17 -0.61
H -5.61 4.18 -0.96
H -6.67 5.21 -0.10
C -5.79 6.07 -1.80
C -7.05 5.79 -2.52
O -6.86 4.51 -3.05
C -7.99 3.78 -3.56
H -6.72 3.59 3.34
H -7.20 5.17 4.02
H -5.37 4.55 4.07
H -5.12 3.72 1.38
H -4.10 4.76 2.29
H -3.78 5.07 -0.09
H -4.68 6.53 0.57
H -4.87 5.89 -2.34
H -5.83 7.11 -1.43
H -7.17 6.56 -3.34
H -7.94 5.86 -1.91
H -8.56 3.35 -2.78
H -7.42 3.01 -4.16
H -8.57 4.43 -4.23
C -2.96 -0.47 -2.87
C -3.17 0.41 -4.07
C -1.91 0.82 -4.83
C -0.88 1.55 -3.93
N 0.43 1.72 -4.71
C 1.17 0.33 -4.87
C 2.67 0.70 -4.98
C 2.78 2.10 -4.36
C 1.41 2.42 -3.83
C 0.30 2.54 -5.93
H -2.86 0.12 -1.99
H -2.19 -1.25 -2.96
H -3.86 -1.03 -2.60
H -3.86 1.19 -3.84
H -3.72 -0.26 -4.81
H -2.28 1.42 -5.75
H -1.43 -0.15 -5.11
H -0.59 0.96 -3.03
H -1.18 2.57 -3.60
H 0.68 -0.24 -5.69
H 1.04 -0.16 -3.91
H 3.08 0.69 -5.98
H 3.29 -0.04 -4.42
H 3.09 2.75 -5.16
H 3.48 2.12 -3.53
H 1.13 3.52 -3.90
H 1.26 2.14 -2.80
H 1.17 3.19 -6.05
H -0.67 3.06 -5.95
H 0.25 1.97 -6.87
C -3.95 -7.15 -0.39
C -2.60 -6.81 -0.94
C -1.37 -7.62 -0.45
C -0.19 -7.04 -1.17
N 1.05 -7.64 -0.68
C 2.22 -6.93 -1.20
C 3.13 -7.94 -1.82
C 2.15 -8.90 -2.40
C 1.18 -9.03 -1.22
C 1.09 -7.76 0.82
H -4.32 -6.66 0.53
H -3.97 -8.26 -0.19
H -4.69 -6.97 -1.19
H -2.42 -5.74 -0.79
H -2.56 -6.97 -2.03
H -1.59 -8.68 -0.72
H -1.27 -7.47 0.64
H 0.13 -6.02 -0.91
H -0.23 -7.32 -2.25
H 2.66 -6.35 -0.35
H 1.83 -6.24 -1.96
H 3.71 -8.45 -1.02
H 3.89 -7.65 -2.50
H 2.51 -9.86 -2.80
H 1.64 -8.45 -3.26
H 1.60 -9.67 -0.44
H 0.15 -9.33 -1.40
H 2.11 -7.96 1.07
H 0.43 -8.55 1.11
H 0.97 -6.75 1.23
C 8.38 -3.68 3.11
C 7.45 -2.45 3.50
C 7.06 -1.67 2.32
C 6.14 -2.29 1.31
C 4.89 -2.58 2.09
C 5.04 -3.51 3.31
N 6.28 -3.11 4.12
O 6.41 -3.62 5.22
C 5.06 -5.03 2.95
C 3.79 -3.34 4.27
C 8.11 -1.58 4.56
H 9.29 -3.24 2.80
H 8.00 -4.28 2.24
H 8.53 -4.44 3.94
H 7.99 -1.30 1.90
H 6.64 -0.74 2.69
H 6.58 -3.14 0.74
H 5.97 -1.65 0.47
H 4.13 -3.00 1.47
H 4.63 -1.63 2.50
H 4.08 -5.09 2.40
H 5.04 -5.76 3.82
H 5.85 -5.33 2.21
H 3.67 -2.31 4.59
H 3.85 -4.01 5.12
H 2.88 -3.57 3.72
H 8.31 -2.18 5.42
H 7.41 -0.76 4.81
H 9.06 -1.17 4.22
C -0.41 7.28 0.11
C 0.87 7.52 0.96
C 0.92 6.70 2.30
C 0.93 5.20 2.01
C 2.17 4.78 1.13
C 2.20 5.51 -0.26
N 1.98 7.01 0.03
O 2.44 7.91 -0.74
C 1.12 4.91 -1.21
C 3.51 5.28 -0.92
C 1.09 8.98 1.19
H -0.82 6.26 0.28
H -0.21 7.43 -0.98
H -1.01 8.14 0.50
H -0.03 6.97 2.78
H 1.60 6.98 3.05
H -0.06 4.95 1.63
H 1.06 4.64 2.96
H 2.12 3.74 0.83
H 3.04 4.91 1.68
H 1.64 3.96 -1.38
H 1.15 5.40 -2.25
H 0.07 4.73 -0.96
H 3.56 5.75 -1.92
H 3.69 4.19 -1.17
H 4.47 5.80 -0.52
H 0.35 9.43 1.82
H 1.00 9.50 0.28
H 2.08 9.15 1.64
C 0.17 -0.50 2.22
C -0.95 0.05 1.29
C -1.49 -1.09 0.41
C -2.13 -2.24 1.10
C -3.42 -1.71 1.74
C -3.16 -0.74 2.91
N -2.20 0.43 2.25
O -2.43 1.50 2.56
C -2.40 -1.36 4.13
C -4.43 -0.14 3.39
C -0.56 1.35 0.54
H 1.11 -0.46 1.66
H 0.03 -1.48 2.64
H 0.25 0.18 3.06
H -0.59 -1.36 -0.15
H -2.23 -0.50 -0.21
H -1.48 -2.81 1.77
H -2.44 -2.98 0.34
H -4.14 -2.50 2.15
H -4.08 -1.22 1.04
H -2.93 -2.27 4.49
H -2.36 -0.64 4.96
H -1.33 -1.63 3.98
H -4.26 0.81 3.96
H -4.78 -0.83 4.17
H -5.16 0.03 2.63
H -0.13 2.07 1.25
H -1.36 1.82 -0.02
H 0.22 1.09 -0.15
O 3.01 0.06 -0.11
C 2.47 0.87 -1.04
O 1.77 0.31 -1.94
O 2.86 2.02 -0.92
H 2.76 -0.86 -0.03
O 0.91 -3.81 2.87
C 0.94 -4.33 1.61
O 2.11 -4.21 1.23
O -0.05 -4.64 1.03
H 0.01 -4.03 3.34
O -5.45 2.38 -0.93
C -4.12 2.07 -0.45
O -3.86 0.96 0.12
O -3.39 3.04 -0.67
H -6.18 1.85 -0.50
```

=====

The following is a DFT calculation (the ωB97M-V functional and the def2-TZVPD basis) of C4H3O2Tl as an isolated structure in a non-equilibrium geometry.

HOMO level: -7.35 eV
Largest force on an atom: 0.1064 Eh/bohr
Relative energy (zero: lowest compared OMol25 entry of this formula, charge and spin): 0.00 kcal per mole
Energy: -12981.0820 eV

Geometry as XYZ:
```
10
C4H3O2Tl, DFT the ωB97M-V functional and the def2-TZVPD basis
O 2.02 -0.32 0.16
C 1.02 -0.95 0.16
C -0.07 -1.69 0.19
C -1.40 -1.18 -0.16
C -1.59 0.14 -0.43
H 0.09 -2.72 0.52
H -2.29 0.82 0.24
H -2.23 -1.88 -0.20
Tl 1.23 1.94 0.40
O -0.67 1.04 -0.12
```

=====

The following is a DFT calculation (the ωB97M-V functional and the def2-TZVPD basis) of one molecule with the formula C4H9N3O in a non-equilibrium geometry.

SMILES: CN1[NH2+][C@@]2([O-])N[C@@]12C
HOMO level: -7.63 eV
Largest force on an atom: 0.0552 Eh/bohr
Relative energy (zero: lowest compared OMol25 entry of this formula, charge and spin): 114.25 kcal per mole
Energy: -10807.5074 eV

Geometry as XYZ:
```
17
C4H9N3O, DFT the ωB97M-V functional and the def2-TZVPD basis
C -1.88 -0.19 -0.66
N -0.89 -0.10 0.40
N -0.16 -1.67 0.55
C 1.27 -0.80 0.18
O 2.33 -1.13 0.70
N 0.97 -0.22 -1.12
C 0.36 0.45 0.07
C 0.74 1.82 0.55
H -2.27 0.82 -0.78
H -1.47 -0.53 -1.61
H -2.69 -0.84 -0.33
H -0.28 -1.92 1.53
H -0.32 -2.45 -0.09
H 1.79 0.26 -1.48
H 0.31 1.99 1.54
H 1.82 1.89 0.63
H 0.37 2.60 -0.11
```

=====

The following is a DFT calculation (the ωB97M-V functional and the def2-TZVPD basis) of a 2-piece molecular cluster, C3H11O overall in a non-equilibrium geometry.

Spin multiplicity: 2
HOMO level (alpha / beta): -5.28 / -11.51 eV
Largest force on an atom: 0.0218 Eh/bohr
Relative energy (zero: lowest compared OMol25 entry of this formula, charge and spin): 4.37 kcal per mole
Energy: -5332.9893 eV

Geometry as XYZ:
```
15
C3H11O, DFT the ωB97M-V functional and the def2-TZVPD basis
O -1.40 2.06 -1.21
H -1.60 2.98 -0.71
H -2.05 1.77 -1.97
H -1.54 1.37 -0.49
C 0.59 0.15 1.28
C 0.75 -0.40 -0.14
C 0.50 -1.91 -0.15
H 1.41 -0.14 1.94
H 0.53 1.24 1.33
H -0.34 -0.26 1.70
H 0.05 0.09 -0.81
H 1.73 -0.01 -0.43
H 0.87 -2.31 0.80
H 1.06 -2.51 -0.87
H -0.56 -2.13 -0.25
```

=====

The following is a DFT calculation (the ωB97M-V functional and the def2-TZVPD basis) of C6H13N3 as an isolated structure in a non-equilibrium geometry.

HOMO level: -19.04 eV
Largest force on an atom: 0.1425 Eh/bohr
Relative energy (zero: lowest compared OMol25 entry of this formula, charge and spin): 117.03 kcal per mole
Energy: -10881.1470 eV
Total charge: +2

Geometry as XYZ:
```
22
C6H13N3, DFT the ωB97M-V functional and the def2-TZVPD basis
C -3.09 -1.52 -1.73
C -3.70 -0.63 -0.15
C 2.11 2.07 -0.25
C -0.44 -0.72 0.79
C -1.31 -1.87 0.15
C 0.45 0.11 -0.23
N -4.28 -0.87 -1.25
N -2.36 -1.34 -0.67
N 1.40 0.96 0.51
H -2.78 -2.05 -2.69
H -3.97 -0.14 0.73
H 1.27 2.60 -0.84
H 2.71 2.56 0.39
H 2.68 1.53 -1.08
H 0.32 -1.25 1.52
H -0.93 0.16 1.25
H -0.59 -2.63 -0.35
H -1.70 -2.32 1.08
H 0.88 -0.64 -0.79
H -0.10 0.91 -0.79
H 2.21 0.53 0.95
H 0.85 1.26 1.36
```

=====

The following is a DFT calculation (the ωB97M-V functional and the def2-TZVPD basis) of one molecule with the formula C18H23N3O4 in a non-equilibrium geometry.

SMILES: O=C(NCc1ccc2c(c1)[C@@H]1C[C@H](N2)[C@H](O)CO1)C(=O)N1CCCC1
HOMO level: -8.18 eV
Largest force on an atom: 0.1041 Eh/bohr
Relative energy (zero: lowest compared OMol25 entry of this formula, charge and spin): 102.19 kcal per mole
Energy: -31697.5750 eV

Geometry as XYZ:
```
48
C18H23N3O4, DFT the ωB97M-V functional and the def2-TZVPD basis
O 2.38 1.68 -2.49
C 1.55 1.74 -1.58
N 0.96 0.51 -1.31
C 0.92 -0.54 -2.27
C -0.03 -1.55 -1.63
C -1.42 -1.60 -1.75
C -2.31 -2.41 -1.04
C -1.84 -3.18 0.03
C -0.50 -3.15 0.28
C 0.39 -2.41 -0.59
C 0.10 -3.87 1.46
C -0.86 -5.08 1.89
C -2.27 -4.48 2.16
N -2.72 -3.95 0.84
C -2.16 -3.42 3.36
O -3.41 -2.85 3.47
C -1.14 -2.31 3.04
O 0.11 -2.97 2.64
C 1.33 2.98 -0.72
O 0.76 2.74 0.31
N 1.93 4.25 -1.00
C 2.32 4.71 -2.42
C 1.93 6.25 -2.47
C 1.70 6.58 -0.96
C 1.83 5.33 -0.08
H 0.29 0.48 -0.55
H 0.55 -0.24 -3.23
H 1.93 -0.93 -2.31
H -1.85 -0.86 -2.42
H -3.28 -2.53 -1.37
H 1.36 -2.29 -0.25
H 1.14 -4.28 1.25
H -0.45 -5.53 2.86
H -0.88 -5.83 1.04
H -2.89 -5.20 2.67
H -3.67 -3.58 0.94
H -1.95 -3.92 4.28
H -3.22 -2.02 3.87
H -1.50 -1.58 2.26
H -0.91 -1.78 3.98
H 3.37 4.70 -2.55
H 1.87 4.13 -3.19
H 2.71 6.83 -2.85
H 0.99 6.51 -3.09
H 2.38 7.31 -0.61
H 0.74 7.12 -0.83
H 0.92 5.20 0.51
H 2.81 5.31 0.41
```

=====

Which of these has the lowest energy? C54H113N6O14